1.
Entry from the Open Molecules 2025 dataset: 2 unconnected molecules or ions with the total composition C3H12N3O in a non-equilibrium geometry (wB97M-V/def2-TZVPD).

```
19
Properties=species:S:1:pos:R:3:forces:R:3
C -2.20463 -0.98579 1.62014 -0.51 1.81 1.31
O -1.04312 -0.19829 2.04046 0.38 -1.08 -0.55
H -0.51210 -0.73836 2.63165 0.05 0.00 0.19
H -2.91444 -0.14403 1.59487 -0.30 -0.78 -1.11
H -2.05844 -1.58948 0.72067 -0.03 0.35 0.07
H -2.60537 -1.57077 2.44458 0.40 -0.44 0.00
C -0.33720 1.68993 -0.78774 -0.76 0.99 -1.38
C 1.28529 -0.15699 -0.91588 -0.52 0.09 0.11
N 0.05666 0.30920 -0.63725 0.78 -0.16 0.87
N 1.95575 0.27542 -1.97789 -0.45 0.13 -0.12
N 1.76683 -1.10588 -0.09506 0.50 -0.40 -0.08
H -0.28005 -0.06054 0.25772 -0.20 -0.10 -0.14
H 1.48667 0.92964 -2.58548 0.10 -0.13 -0.09
H 2.92746 0.10024 -2.16946 0.00 -0.24 0.30
H 1.60810 -1.05074 0.89617 -0.37 0.01 -0.06
H 2.29925 -1.90573 -0.40145 0.21 0.36 -0.24
H 0.01827 2.11839 -1.73302 0.49 -0.03 0.39
H -0.03068 2.28749 0.07017 -0.03 0.05 -0.13
H -1.41825 1.79630 -0.97320 0.26 -0.44 0.65
```
Positions in Å, forces in eV/Å.

Properties
spin multiplicity: 1
energy: -360.78005 hartree
LUMO: -0.10821 Eh
net charge: +1
orbital gap: 11.604 eV

---

2.
Entry from the Open Molecules 2025 dataset: 4 unconnected molecules or ions with the total composition C3H12N3O in a non-equilibrium geometry (wB97M-V/def2-TZVPD).

```
19
Properties=species:S:1:pos:R:3:forces:R:3
C 1.79273 -0.53177 2.03903 -1.09 0.37 -0.45
C 0.48625 -0.79402 2.20472 0.80 -0.16 0.16
N -0.77423 0.38030 -0.58088 0.68 -0.45 -0.36
C 0.33617 1.01750 -0.91875 -0.77 1.54 -0.75
N 0.36995 2.35191 -1.17488 0.32 0.02 0.56
N 1.47936 0.37200 -1.15325 0.82 -0.52 0.22
H 2.07045 0.01819 1.12886 0.42 0.06 0.19
H 2.51987 -0.79484 2.79218 0.36 -0.06 -0.24
H -12.93384 -0.90764 2.58825 0.00 0.00 0.00
H -0.19499 -0.69221 1.37573 -0.39 -0.13 -0.09
H 0.13070 -1.15702 3.16200 -0.30 0.10 -0.07
H -1.55986 1.02325 -0.53965 -0.34 0.15 0.49
H 1.28837 2.75055 -1.28593 0.07 0.09 -0.18
H -0.31365 2.98135 -0.77909 -0.05 -0.17 0.00
H 1.40577 -0.60236 -1.47102 -0.42 -0.30 0.55
H -12.89856 -0.16755 2.61428 0.00 0.00 0.00
H -0.73221 -2.74533 -1.43433 -0.09 0.14 -0.04
H -0.41626 -1.32034 -0.82263 -0.77 -0.64 -0.07
O -0.20849 -2.26635 -0.78538 0.73 -0.04 0.09
```
Positions in Å, forces in eV/Å.

Properties
spin multiplicity: 1
energy: -360.49900 hartree
LUMO: -0.35608 Eh
net charge: +1
orbital gap: 4.777 eV

---

3.
Entry from the Open Molecules 2025 dataset: 2 unconnected molecules or ions with the total composition C3H12N3O in a non-equilibrium geometry (wB97M-V/def2-TZVPD).

```
19
Properties=species:S:1:pos:R:3:forces:R:3
C 0.31391 1.02033 1.97077 5.32 -1.68 0.39
C -0.60878 -0.06593 1.59383 -1.34 -2.44 0.49
N -0.31145 -0.50540 0.16499 -1.92 1.57 0.61
C -0.63589 0.22245 -0.91569 -0.86 1.98 -3.24
N -0.43896 -0.38477 -2.22625 -0.30 1.51 1.83
N -1.08565 1.56467 -0.97342 1.02 -1.26 2.66
H 0.59283 1.14832 3.03317 -0.69 -0.52 -0.36
H 0.10609 1.94521 1.60382 -1.15 2.66 -0.98
H 1.34013 0.78154 1.45730 -1.46 0.42 1.16
H -0.45966 -1.08850 2.21918 -0.63 2.63 -1.35
H -1.64574 0.42136 1.64672 0.93 -1.55 -0.32
H 0.25992 -1.34669 -0.03360 0.39 -0.78 -0.11
H -0.08885 0.42425 -2.81630 -0.86 -1.91 -0.37
H -0.93976 -1.30179 -2.59259 1.56 2.12 0.91
H -1.00070 2.24696 -1.75662 -0.26 -1.45 0.08
H -1.19623 2.14866 -0.07626 0.53 -1.59 -1.53
H 1.94296 -3.11570 -0.40053 2.18 -3.46 1.52
H 2.26222 -1.74380 -1.13839 -0.35 -1.54 0.67
O 1.59361 -2.37117 -0.76015 -2.11 5.30 -2.04
```
Positions in Å, forces in eV/Å.

Properties
spin multiplicity: 2
energy: -360.21165 hartree
LUMO (alpha / beta): -0.33582 / -0.51749 Eh
expectation value of S²: 0.79
net charge: +2
orbital gap (alpha / beta): 11.015 / 5.880 eV

---

4.
Entry from the Open Molecules 2025 dataset: 2 unconnected molecules or ions with the total composition C3H12N3O2 in a non-equilibrium geometry (wB97M-V/def2-TZVPD).

```
20
Properties=species:S:1:pos:R:3:forces:R:3
C -1.12217 -2.78743 0.01081 -0.76 0.35 -0.76
N -1.13551 -3.81038 -1.05220 -1.11 -0.65 1.51
C 0.10820 -1.93479 -0.21230 1.59 -0.25 -0.63
N 0.00508 -0.67192 0.60341 -1.31 -0.91 1.55
H -1.15985 -3.26716 0.99433 0.34 0.05 -0.15
H -1.99648 -2.07761 -0.01509 0.39 -0.61 -0.05
H -1.86568 -4.51404 -0.80176 0.99 0.60 -0.30
H -1.47833 -3.40090 -1.89847 -0.06 0.30 -0.63
H 0.24495 -1.67546 -1.30856 -0.53 0.10 1.36
H 1.06914 -2.44079 0.02479 -0.79 0.19 0.22
H 0.83138 -0.23313 0.95870 1.27 0.19 -0.54
H -0.50003 0.03754 0.09974 -0.15 1.10 -0.87
H -0.53590 -0.75397 1.49147 0.11 -0.75 -0.78
N 0.48192 3.68678 0.34955 0.07 -0.11 -0.08
C 0.50885 2.35742 0.11054 -1.50 -0.74 -2.39
O 1.55019 1.65848 0.62052 0.24 1.25 0.58
O -0.33040 1.76165 -0.59378 1.25 0.92 1.82
H -0.22760 4.20245 -0.15156 0.01 -0.10 0.05
H 1.32961 4.20119 0.54136 -0.11 -0.06 0.11
H 2.10081 2.31832 1.09142 0.07 -0.88 -0.02
```
Positions in Å, forces in eV/Å.

Properties
spin multiplicity: 1
energy: -436.04412 hartree
LUMO: -0.11385 Eh
net charge: +1
orbital gap: 10.161 eV

---

Results for energy relative to the best compared isomer or geometry (same formula, charge and spin): 34.3 210.7 62.4 11.9 (in kcal per mole, following the order of the records).